Computed, not measured: C8H19AlBeBr6Cl2F4NO8P as an isolated structure, with wB97M-V/def2-TZVPD.

Gap between HOMO and LUMO = 0.08821 hartree
Calculated total energy = -498916.9120 eV
Lowest unoccupied orbital energy = -2.88 eV
HOMO level = -5.277 eV
F_max = 2.8 eV/Å

Structure (XYZ):
```
51
C8H19AlBeBr6Cl2F4NO8P (wB97M-V/def2-TZVPD)
O -1.675 -3.606 -0.921
P -1.056 -2.295 -1.249
O -0.027 -2.486 -2.439
O -1.965 -1.136 -1.639
N 0.008 -1.849 0.092
C -0.629 -1.935 1.487
C -0.696 -0.609 2.224
C -1.816 0.339 1.768
F -2.770 -0.336 1.095
Br -2.714 1.106 3.326
C -1.264 1.501 0.912
F -2.264 2.249 0.471
F -0.619 1.002 -0.186
Br -0.064 2.653 1.891
H -0.371 -2.037 -3.236
H -2.914 -1.369 -1.888
H 0.425 -0.918 -0.041
H 0.778 -2.523 0.047
H -1.576 -2.475 1.454
H 0.038 -2.560 2.080
H -0.906 -0.866 3.260
H 0.265 -0.093 2.202
C 0.020 -2.454 -6.758
Br -1.641 -2.230 -5.798
Br 0.813 -4.162 -6.381
Br -0.209 -2.189 -8.649
H 0.694 -1.683 -6.412
O -4.433 -2.971 -0.439
H -3.480 -3.044 -0.438
Al -2.759 -4.253 -2.786
C 0.270 4.374 -1.674
Cl 1.318 4.099 -3.072
Cl 1.121 5.225 -0.373
H -0.578 4.972 -1.984
H -0.067 3.414 -1.300
Br -2.701 -3.786 -9.312
O 1.614 0.864 4.082
C 2.163 1.260 5.111
C 1.714 2.891 5.550
O 2.359 3.247 6.564
H 3.363 1.503 5.100
H 2.030 0.628 6.016
H 0.613 2.807 5.618
H 1.943 3.409 4.558
Be 4.164 2.547 4.310
O 6.883 2.014 3.471
H 7.069 1.649 2.599
H 7.645 2.569 3.669
F -1.413 -4.768 -8.635
O -3.638 1.119 -2.057
H -3.067 1.191 -1.290
```